Entry 1:
{"formula": "C34H61BINO28S6", "method": "ωB97M-V with the def2-TZVPD basis set", "charge": 0, "lumo_ev": -1.306, "orbital_gap_ev": 8.1, "smiles": "CC[C@@H](I)C1=C(B(O)N(C)C)C(=O)C(CCCCCCCCCCOC)=CC1=O.O=S1(=O)OCCO1.O=S1(=O)OCCO1.O=S1(=O)OCCO1.O=S1(=O)OCCO1.O=S1(=O)OCCO1.O=S1(=O)OCCO1", "symbols": ["C", "C", "C", "I", "C", "C", "B", "O", "N", "C", "C", "C", "O", "C", "C", "C", "C", "C", "C", "C", "C", "C", "C", "C", "O", "C", "C", "C", "O", "H", "H", "H", "H", "H", "H", "H", "H", "H", "H", "H", "H", "H", "H", "H", "H", "H", "H", "H", "H", "H", "H", "H", "H", "H", "H", "H", "H", "H", "H", "H", "H", "H", "H", "H", "H", "H", "O", "S", "O", "O", "C", "C", "O", "H", "H", "H", "H", "O", "S", "O", "O", "C", "C", "O", "H", "H", "H", "H", "O", "S", "O", "O", "C", "C", "O", "H", "H", "H", "H", "O", "S", "O", "O", "C", "C", "O", "H", "H", "H", "H", "O", "S", "O", "O", "C", "C", "O", "H", "H", "H", "H", "O", "S", "O", "O", "C", "C", "O", "H", "H", "H", "H"], "coordinates": [[5.226, 1.249, 5.519], [4.964, 2.199, 4.259], [4.672, 1.356, 2.918], [3.068, -0.073, 3.473], [4.098, 2.224, 1.723], [3.985, 1.696, 0.409], [4.449, 0.212, -0.028], [3.528, -0.518, -0.887], [5.775, -0.297, 0.420], [6.790, 0.326, -0.489], [5.832, -1.783, 0.419], [3.342, 2.628, -0.732], [3.779, 2.652, -1.894], [2.121, 3.536, -0.222], [0.795, 3.797, -1.055], [-0.438, 3.535, -0.029], [-1.798, 3.137, -0.772], [-3.009, 3.508, 0.250], [-4.135, 2.374, 0.158], [-5.594, 3.037, 0.266], [-6.330, 2.611, 1.633], [-7.500, 1.549, 1.328], [-7.347, 0.268, 2.308], [-7.780, -1.084, 1.556], [-6.943, -1.348, 0.406], [-7.524, -2.348, -0.456], [2.253, 4.092, 1.076], [3.599, 3.743, 1.873], [4.206, 4.614, 2.515], [4.225, 1.065, 6.028], [5.785, 0.288, 5.277], [5.874, 1.832, 6.252], [4.017, 2.798, 4.476], [5.815, 2.941, 4.105], [5.620, 0.784, 2.681], [3.259, -1.353, -0.438], [6.251, 1.056, -1.195], [7.366, -0.427, -1.113], [7.548, 0.933, 0.114], [6.202, -2.163, -0.591], [6.592, -2.147, 1.203], [4.845, -2.280, 0.701], [0.744, 3.075, -1.941], [0.663, 4.859, -1.428], [-0.581, 4.376, 0.718], [-0.121, 2.608, 0.574], [-1.810, 1.989, -0.817], [-1.933, 3.610, -1.795], [-3.374, 4.562, 0.047], [-2.575, 3.508, 1.315], [-3.954, 1.531, 0.910], [-4.030, 1.905, -0.886], [-5.484, 4.165, 0.276], [-6.163, 2.735, -0.673], [-5.546, 2.179, 2.339], [-6.815, 3.544, 2.067], [-7.549, 1.238, 0.230], [-8.494, 2.039, 1.580], [-6.285, 0.179, 2.703], [-8.028, 0.353, 3.228], [-8.840, -0.928, 1.168], [-7.811, -1.954, 2.286], [-7.879, -3.276, 0.104], [-6.742, -2.612, -1.242], [-8.399, -1.890, -1.028], [1.439, 4.743, 1.539], [-7.357, -3.707, -5.685], [-6.643, -3.601, -4.449], [-7.001, -2.668, -3.425], [-5.068, -3.417, -4.785], [-4.324, -4.475, -4.179], [-5.281, -5.653, -4.107], [-6.549, -5.078, -3.786], [-4.023, -4.150, -3.179], [-3.435, -4.701, -4.768], [-4.987, -6.383, -3.354], [-5.371, -6.149, -5.078], [5.726, -5.389, 3.019], [4.952, -4.268, 3.461], [4.097, -3.524, 2.588], [5.943, -3.233, 4.216], [5.490, -3.028, 5.557], [4.778, -4.315, 5.940], [4.091, -4.723, 4.755], [4.800, -2.179, 5.558], [6.332, -2.811, 6.214], [4.077, -4.174, 6.762], [5.493, -5.099, 6.203], [-0.119, 0.608, 9.263], [0.929, 1.348, 8.629], [2.128, 1.732, 9.309], [0.276, 2.665, 7.944], [0.547, 2.660, 6.541], [0.667, 1.194, 6.161], [1.341, 0.580, 7.261], [1.490, 3.190, 6.374], [-0.252, 3.163, 5.997], [1.228, 1.047, 5.237], [-0.318, 0.728, 6.065], [1.697, -6.727, -2.031], [3.121, -6.815, -2.138], [3.776, -7.617, -3.124], [3.714, -7.200, -0.679], [4.630, -6.190, -0.251], [4.156, -4.911, -0.919], [3.722, -5.311, -2.220], [5.629, -6.469, -0.597], [4.631, -6.113, 0.836], [4.944, -4.163, -0.990], [3.297, -4.485, -0.392], [-1.823, -2.916, -8.159], [-2.053, -2.266, -6.905], [-1.931, -2.940, -5.645], [-3.502, -1.544, -6.967], [-3.350, -0.142, -6.733], [-1.953, 0.198, -7.227], [-1.148, -0.922, -6.854], [-3.443, 0.035, -5.658], [-4.122, 0.418, -7.261], [-1.566, 1.115, -6.782], [-1.929, 0.283, -8.317], [-1.847, 4.388, -4.293], [-0.876, 4.018, -5.278], [-0.868, 2.739, -5.920], [0.600, 4.300, -4.666], [1.299, 5.220, -5.508], [0.219, 6.069, -6.157], [-0.853, 5.165, -6.424], [1.852, 4.644, -6.255], [1.997, 5.817, -4.921], [0.560, 6.543, -7.078], [-0.148, 6.836, -5.469]]}

---

Entry 2:
{"formula": "C34H62Br26NO3", "method": "ωB97M-V with the def2-TZVPD basis set", "charge": 1, "lumo_ev": -5.209, "orbital_gap_ev": 5.1, "symbols": ["C", "C", "O", "C", "C", "N", "C", "C", "C", "C", "O", "O", "H", "H", "H", "H", "H", "H", "H", "H", "H", "H", "Br", "C", "C", "Br", "H", "H", "H", "H", "Br", "C", "C", "Br", "H", "H", "H", "H", "Br", "C", "C", "Br", "H", "H", "H", "H", "Br", "C", "C", "Br", "H", "H", "H", "H", "Br", "C", "C", "Br", "H", "H", "H", "H", "Br", "C", "C", "Br", "H", "H", "H", "H", "Br", "C", "C", "Br", "H", "H", "H", "H", "Br", "C", "C", "Br", "H", "H", "H", "H", "Br", "C", "C", "Br", "H", "H", "H", "H", "Br", "C", "C", "Br", "H", "H", "H", "H", "Br", "C", "C", "Br", "H", "H", "H", "H", "Br", "C", "C", "Br", "H", "H", "H", "H", "Br", "C", "C", "Br", "H", "H", "H", "H"], "coordinates": [[-2.976, 3.586, 3.323], [-2.995, 5.189, 3.573], [-2.413, 5.996, 2.495], [-1.088, 5.474, 2.242], [0.114, 5.771, 3.288], [1.469, 5.193, 3.018], [1.740, 4.346, 1.814], [0.627, 4.017, 0.702], [-0.875, 4.605, 0.895], [-2.079, 4.360, -0.144], [-1.872, 3.475, -1.108], [-3.356, 5.021, -0.140], [-3.929, 3.127, 3.812], [-1.986, 3.173, 3.783], [-2.981, 3.261, 2.215], [-4.099, 5.524, 3.751], [-2.351, 5.386, 4.531], [-0.067, 6.394, 4.241], [2.207, 5.401, 3.719], [2.787, 3.890, 1.643], [0.849, 3.355, -0.227], [-3.842, 4.880, 0.724], [0.753, -0.495, -1.361], [-0.502, -0.937, 0.063], [-1.307, 0.271, 0.474], [-0.252, 1.473, 1.590], [0.081, -1.366, 0.880], [-1.151, -1.708, -0.358], [-2.155, -0.025, 1.097], [-1.671, 0.857, -0.372], [-4.067, -0.174, 3.326], [-5.808, 0.271, 4.085], [-6.809, 0.600, 3.004], [-6.515, 2.390, 2.288], [-5.648, 1.090, 4.790], [-6.114, -0.621, 4.635], [-7.822, 0.620, 3.411], [-6.775, -0.091, 2.159], [4.176, -0.441, -2.853], [5.370, -1.377, -1.629], [4.612, -1.933, -0.447], [4.175, -0.531, 0.837], [6.156, -0.673, -1.349], [5.808, -2.185, -2.220], [5.231, -2.642, 0.108], [3.672, -2.415, -0.723], [4.518, 3.999, 4.668], [5.365, 5.188, 5.960], [4.342, 6.048, 6.661], [3.737, 7.504, 5.514], [6.118, 5.764, 5.418], [5.865, 4.525, 6.671], [4.783, 6.537, 7.533], [3.453, 5.496, 6.972], [-1.237, -1.396, -6.129], [0.341, -0.413, -5.540], [1.439, -0.468, -6.575], [2.343, -2.196, -6.553], [0.634, -0.831, -4.575], [-0.002, 0.615, -5.397], [2.218, 0.263, -6.348], [1.083, -0.308, -7.594], [2.763, 0.872, 5.753], [1.027, 1.309, 6.525], [0.018, 1.618, 5.448], [0.302, 3.404, 4.717], [1.185, 2.137, 7.219], [0.734, 0.421, 7.089], [-0.994, 1.636, 5.860], [0.050, 0.920, 4.610], [0.859, -3.748, -3.621], [2.068, -4.687, -2.413], [1.325, -5.249, -1.225], [0.900, -3.852, 0.068], [2.854, -3.981, -2.138], [2.501, -5.491, -3.012], [1.952, -5.959, -0.680], [0.384, -5.733, -1.492], [-3.893, -5.318, -0.799], [-3.085, -4.424, -2.333], [-3.347, -5.184, -3.611], [-2.195, -6.751, -3.750], [-2.023, -4.306, -2.109], [-3.556, -3.439, -2.368], [-3.097, -4.571, -4.480], [-4.376, -5.536, -3.704], [6.918, 0.763, 3.534], [7.394, -1.079, 3.109], [8.806, -1.173, 2.584], [8.912, -0.577, 0.731], [6.645, -1.446, 2.404], [7.296, -1.622, 4.052], [9.142, -2.212, 2.568], [9.520, -0.574, 3.153], [-7.712, -6.384, -1.587], [-7.237, -8.224, -2.024], [-5.832, -8.312, -2.568], [-5.752, -7.711, -4.421], [-7.994, -8.592, -2.719], [-7.320, -8.770, -1.081], [-5.493, -9.350, -2.592], [-5.112, -7.713, -2.008], [-4.471, 4.214, -5.189], [-4.510, 2.387, -4.507], [-4.964, 2.351, -3.068], [-3.530, 2.915, -1.862], [-3.512, 1.970, -4.657], [-5.220, 1.860, -5.149], [-5.205, 1.328, -2.766], [-5.823, 2.995, -2.868], [-1.254, -3.172, 4.085], [0.325, -2.197, 4.682], [1.428, -2.261, 3.654], [2.326, -3.991, 3.683], [0.610, -2.612, 5.650], [-0.013, -1.167, 4.819], [2.210, -1.533, 3.881], [1.076, -2.103, 2.632], [1.735, 1.955, -9.406], [3.266, 0.908, -10.010], [3.218, 0.677, -11.501], [1.922, -0.705, -11.960], [3.269, -0.016, -9.429], [4.141, 1.504, -9.740], [4.176, 0.299, -11.863], [2.947, 1.570, -12.068]]}

---

Entry 3:
{"formula": "C34H62ClN4NbO3PS2", "method": "ωB97M-V with the def2-TZVPD basis set", "charge": -1, "lumo_ev": 1.305, "orbital_gap_ev": 5.4, "symbols": ["C", "C", "C", "C", "N", "C", "C", "C", "C", "Nb", "C", "C", "C", "C", "C", "C", "C", "C", "C", "Cl", "C", "C", "N", "C", "C", "C", "O", "P", "O", "O", "C", "S", "S", "C", "C", "C", "H", "H", "H", "H", "H", "H", "H", "H", "H", "H", "H", "H", "H", "H", "H", "H", "H", "H", "H", "H", "H", "H", "H", "H", "H", "H", "H", "H", "H", "H", "H", "H", "H", "H", "H", "H", "H", "H", "H", "H", "H", "H", "H", "H", "H", "H", "H", "H", "C", "C", "C", "C", "N", "H", "H", "H", "H", "H", "H", "H", "C", "C", "C", "C", "N", "H", "H", "H", "H", "H", "H", "H"], "coordinates": [[2.976, -3.278, 2.451], [4.474, -3.860, 2.331], [5.528, -2.612, 2.345], [5.319, -1.783, 1.020], [4.889, -0.381, 1.045], [5.540, 0.490, 0.026], [4.874, 0.072, -1.405], [3.312, 0.434, -1.274], [2.322, -0.820, -1.151], [0.187, -0.083, -1.643], [-0.224, -0.395, 0.592], [-1.740, -0.598, 0.983], [-2.707, 0.578, 1.396], [-4.192, 0.261, 1.799], [-4.708, -1.227, 1.803], [-6.203, -1.629, 2.253], [-3.767, -2.389, 1.399], [-2.304, -2.052, 1.000], [0.893, 0.400, -3.778], [2.239, -0.747, -4.400], [-0.268, 0.662, -4.846], [-0.580, 2.267, -4.903], [-0.490, -2.029, -2.071], [0.242, -3.149, -1.420], [-0.997, -2.333, -3.386], [-2.555, -2.243, -3.846], [-0.253, -2.830, -4.300], [-2.143, 1.009, -2.026], [-2.298, 2.485, -1.154], [-3.416, -0.081, -1.686], [4.674, 0.263, 2.323], [5.836, 0.723, 3.448], [2.891, 0.682, 2.774], [2.605, 2.470, 2.276], [1.085, 2.931, 2.598], [0.488, 3.802, 1.377], [3.080, -2.184, 2.813], [2.415, -3.880, 3.258], [2.450, -3.307, 1.435], [4.588, -4.439, 1.336], [4.741, -4.605, 3.155], [5.486, -2.098, 3.350], [6.566, -3.126, 2.288], [4.565, -2.368, 0.358], [6.309, -1.833, 0.413], [5.296, 1.601, 0.237], [6.682, 0.413, -0.010], [5.333, 0.785, -2.188], [5.088, -1.024, -1.628], [3.038, 1.136, -2.133], [3.161, 1.052, -0.307], [2.360, -1.155, -0.039], [2.613, -1.739, -1.759], [0.738, 1.602, -1.191], [0.144, 0.543, 1.169], [0.367, -1.275, 1.035], [-2.354, 1.673, 1.405], [-4.941, 1.077, 2.101], [-6.896, -1.700, 1.342], [-6.148, -2.657, 2.777], [-6.579, -0.820, 2.988], [-4.066, -3.499, 1.376], [-1.573, -2.896, 0.721], [1.463, 1.409, -3.712], [0.128, 0.402, -5.893], [-1.257, 0.139, -4.668], [-0.235, 2.745, -5.882], [-1.724, 2.371, -4.820], [-0.150, 2.822, -3.984], [1.014, -3.616, -2.146], [0.681, -2.919, -0.397], [-0.537, -3.994, -1.251], [-3.225, -2.715, -3.026], [-2.728, -2.902, -4.777], [-2.916, -1.173, -3.986], [-3.228, 2.631, -0.848], [-3.096, -0.974, -1.425], [3.337, 3.125, 2.880], [2.874, 2.623, 1.169], [1.147, 3.605, 3.520], [0.406, 2.026, 2.833], [1.052, 4.793, 1.339], [0.534, 3.206, 0.405], [-0.618, 4.022, 1.598], [-3.174, 5.783, -3.213], [-2.526, 7.118, -3.558], [-1.806, 7.106, -4.908], [-0.660, 6.191, -4.919], [0.233, 5.467, -4.929], [-2.429, 4.990, -3.110], [-3.709, 5.859, -2.263], [-3.891, 5.484, -3.984], [-1.829, 7.397, -2.761], [-3.304, 7.888, -3.584], [-1.453, 8.118, -5.130], [-2.507, 6.835, -5.703], [-3.396, -4.686, 6.105], [-2.262, -3.669, 6.148], [-2.068, -2.929, 4.823], [-1.642, -3.824, 3.743], [-1.314, -4.527, 2.892], [-3.193, -5.481, 5.383], [-3.520, -5.153, 7.086], [-4.341, -4.208, 5.835], [-1.335, -4.174, 6.438], [-2.483, -2.934, 6.929], [-1.309, -2.153, 4.959], [-2.994, -2.419, 4.539]]}

---

Entry 4:
{"formula": "C34H64AlBN10O6P", "method": "ωB97M-V with the def2-TZVPD basis set", "charge": -1, "lumo_ev": 1.815, "orbital_gap_ev": 5.5, "symbols": ["C", "C", "O", "P", "O", "C", "C", "C", "Al", "C", "N", "C", "C", "C", "C", "O", "C", "C", "O", "B", "O", "C", "C", "O", "C", "C", "H", "H", "H", "H", "H", "H", "H", "H", "H", "H", "H", "H", "H", "H", "H", "H", "H", "H", "H", "H", "H", "H", "H", "H", "H", "H", "H", "H", "H", "H", "H", "H", "H", "H", "H", "H", "H", "C", "C", "N", "H", "H", "H", "C", "C", "N", "H", "H", "H", "C", "C", "N", "H", "H", "H", "C", "C", "N", "H", "H", "H", "C", "C", "N", "H", "H", "H", "C", "C", "N", "H", "H", "H", "C", "C", "N", "H", "H", "H", "C", "C", "N", "H", "H", "H", "C", "C", "N", "H", "H", "H"], "coordinates": [[-3.825, -2.602, 1.664], [-2.449, -2.897, 0.847], [-2.687, -2.573, -0.541], [-1.244, -2.149, -1.375], [-1.092, -3.020, -2.709], [-1.552, -0.356, -1.960], [-2.494, 0.446, -0.937], [-1.933, 0.520, 0.563], [-1.301, 2.412, 1.134], [-1.235, 3.668, -0.530], [0.066, 3.591, -1.289], [0.621, 2.374, 1.863], [0.879, 1.304, 3.034], [-0.385, 1.003, 3.961], [0.177, 0.189, 5.253], [1.138, -0.834, 4.875], [0.547, -1.875, 4.126], [-0.885, -2.526, 4.422], [1.215, -2.351, 3.178], [-2.681, 3.318, 2.432], [-2.982, 4.749, 2.230], [-3.482, 2.571, 3.638], [-3.244, 3.488, 4.972], [0.166, -2.266, -0.444], [1.349, -1.922, -1.199], [1.860, -0.410, -0.950], [-4.114, -3.466, 2.346], [-3.808, -1.586, 2.178], [-4.635, -2.533, 0.856], [-2.144, -3.997, 1.014], [-1.659, -2.240, 1.353], [-0.566, 0.229, -2.060], [-2.007, -0.351, -3.018], [-3.498, -0.123, -0.897], [-2.729, 1.451, -1.415], [-2.808, 0.213, 1.254], [-1.116, -0.275, 0.762], [-2.172, 3.579, -1.186], [-1.282, 4.731, -0.075], [0.528, 2.709, -1.025], [0.630, 4.382, -0.936], [1.028, 3.415, 2.150], [1.286, 2.041, 0.975], [1.689, 1.755, 3.725], [1.341, 0.355, 2.602], [-0.809, 1.984, 4.357], [-1.157, 0.317, 3.478], [0.767, 0.974, 5.855], [-0.661, -0.178, 5.935], [-0.796, -3.395, 5.164], [-1.645, -1.773, 4.825], [-1.241, -2.957, 3.420], [-3.885, 4.746, 1.826], [-4.631, 2.574, 3.490], [-3.194, 1.483, 3.796], [-3.995, 4.360, 5.004], [-2.220, 3.993, 4.812], [-3.243, 2.879, 5.932], [2.209, -2.598, -0.833], [1.255, -2.117, -2.319], [2.968, -0.424, -0.641], [1.225, 0.142, -0.179], [1.791, 0.128, -1.964], [-0.477, 7.194, 5.324], [-0.262, 5.767, 4.930], [-0.093, 4.648, 4.618], [0.191, 7.841, 4.753], [-1.507, 7.480, 5.122], [-0.274, 7.321, 6.388], [-7.309, -0.767, 4.029], [-6.233, -0.324, 3.089], [-5.387, 0.024, 2.351], [-7.161, -1.815, 4.295], [-7.282, -0.162, 4.936], [-8.285, -0.655, 3.555], [-5.575, 7.767, 5.222], [-4.269, 7.359, 5.828], [-3.245, 7.036, 6.303], [-5.766, 7.177, 4.324], [-6.383, 7.602, 5.936], [-5.545, 8.824, 4.955], [3.060, -3.822, -4.354], [3.527, -2.419, -4.610], [3.895, -1.320, -4.813], [3.922, -4.480, -4.202], [2.430, -3.848, -3.463], [2.483, -4.182, -5.208], [7.109, -0.958, -6.232], [8.428, -1.364, -5.652], [9.464, -1.683, -5.196], [6.900, -1.544, -7.127], [6.314, -1.126, -5.502], [7.130, 0.101, -6.497], [-0.658, -6.621, -1.047], [-1.244, -5.274, -1.348], [-1.718, -4.192, -1.599], [-1.064, -7.363, -1.737], [0.429, -6.591, -1.157], [-0.903, -6.914, -0.024], [0.022, -3.119, -6.909], [0.775, -3.986, -7.870], [1.366, -4.667, -8.623], [-0.592, -2.403, -7.456], [-0.624, -3.734, -6.280], [0.722, -2.575, -6.273], [8.477, 3.001, -5.207], [7.351, 2.899, -6.188], [6.467, 2.816, -6.958], [8.236, 2.433, -4.307], [9.390, 2.600, -5.648], [8.639, 4.045, -4.936], [5.749, -6.930, -6.510], [5.448, -6.305, -5.184], [5.211, -5.814, -4.142], [5.902, -6.152, -7.259], [6.652, -7.537, -6.436], [4.917, -7.563, -6.819]]}